1.
{
  "formula": "C39H61FN4O9S",
  "method": "ωB97M-V/def2-TZVPD",
  "gap_ev": 10.13,
  "total_energy_ha": -2916.8892,
  "largest_force_ev_per_a": 0.7,
  "e_homo_ev": -9.783,
  "charge": 0,
  "smiles": "CCCCCCCCC[C@@](C#N)(CCCC)[C@](C#N)(CCF)CCSc1nnco1.O=C1CCCO1.O=C1CCCO1.O=C1CCCO1.O=C1CCCO1",
  "species": ["C", "C", "C", "C", "C", "C", "C", "C", "C", "C", "C", "N", "C", "C", "C", "C", "C", "C", "N", "C", "C", "F", "C", "C", "S", "C", "N", "N", "C", "O", "H", "H", "H", "H", "H", "H", "H", "H", "H", "H", "H", "H", "H", "H", "H", "H", "H", "H", "H", "H", "H", "H", "H", "H", "H", "H", "H", "H", "H", "H", "H", "H", "H", "H", "H", "H", "H", "O", "C", "O", "C", "C", "C", "H", "H", "H", "H", "H", "H", "O", "C", "O", "C", "C", "C", "H", "H", "H", "H", "H", "H", "O", "C", "O", "C", "C", "C", "H", "H", "H", "H", "H", "H", "O", "C", "O", "C", "C", "C", "H", "H", "H", "H", "H", "H"],
  "positions_angstrom": [[5.5363, 1.8502, 1.7813], [5.4097, 3.2955, 1.2630], [6.1746, 3.5432, -0.0329], [5.7036, 2.6684, -1.2132], [5.0241, 3.4709, -2.3227], [3.6777, 4.0799, -1.8939], [2.4865, 3.7605, -2.8082], [2.2536, 2.2781, -3.1699], [0.8368, 1.7551, -2.8197], [0.7059, 0.8423, -1.5829], [1.2594, 1.6156, -0.4595], [1.6852, 2.2487, 0.3984], [-0.7917, 0.6334, -1.2480], [-1.5842, 1.9314, -1.0957], [-2.9473, 1.6966, -0.4020], [-3.1348, 2.6680, 0.7656], [1.4890, -0.5418, -1.7379], [1.8223, -0.6884, -3.1674], [2.0701, -0.8491, -4.2762], [0.6232, -1.7924, -1.4491], [1.3379, -3.1027, -1.7761], [0.8802, -4.1004, -0.9212], [2.8283, -0.6046, -0.9508], [2.8231, -1.2958, 0.4185], [1.5361, -0.7527, 1.6059], [1.0110, -2.3343, 2.1119], [-0.1431, -2.8743, 1.9538], [-0.0764, -4.1276, 2.5447], [1.1123, -4.2436, 2.9994], [1.8698, -3.1466, 2.7739], [4.5560, 1.4508, 2.0360], [6.1312, 1.8158, 2.6899], [5.9880, 1.1906, 1.0435], [5.8087, 3.9684, 2.0215], [4.3566, 3.5473, 1.1576], [6.0839, 4.5921, -0.3117], [7.2272, 3.3418, 0.1655], [6.5356, 2.1061, -1.6346], [4.9829, 1.9512, -0.8242], [4.9067, 2.8442, -3.2061], [5.7089, 4.2684, -2.6103], [3.4416, 3.8072, -0.8690], [3.7850, 5.1650, -1.8940], [1.5878, 4.1764, -2.3552], [2.6353, 4.3207, -3.7295], [2.3371, 2.1916, -4.2511], [3.0358, 1.6342, -2.7775], [0.2456, 2.6423, -2.6200], [0.3731, 1.2824, -3.6815], [-1.2537, 0.0456, -2.0387], [-0.8583, 0.0826, -0.3122], [-1.7785, 2.3406, -2.0837], [-1.0314, 2.6597, -0.5077], [-3.0162, 0.6793, -0.0206], [-3.7466, 1.8702, -1.1173], [-2.2045, 2.7927, 1.3150], [-3.4193, 3.6563, 0.4194], [-3.8809, 2.3343, 1.4822], [0.2639, -1.8070, -0.4271], [-0.2538, -1.7618, -2.0896], [1.1183, -3.4158, -2.7945], [2.4201, -3.0426, -1.6799], [3.5375, -1.1722, -1.5527], [3.2729, 0.3753, -0.8496], [2.7385, -2.3722, 0.3206], [3.7850, -1.1094, 0.8879], [1.5673, -5.0701, 3.5112], [-0.6960, 4.4682, -4.3962], [-1.2483, 4.0342, -5.3641], [-2.0668, 4.7872, -6.1320], [-2.6728, 3.9828, -7.1595], [-1.7449, 2.7840, -7.3290], [-1.1898, 2.6213, -5.9148], [-3.6691, 3.6914, -6.8209], [-2.7681, 4.5913, -8.0547], [-2.2533, 1.9041, -7.7164], [-0.9365, 3.0379, -8.0153], [-1.8249, 1.9892, -5.2909], [-0.1692, 2.2490, -5.8845], [-6.0973, -6.9921, 2.7276], [-5.2215, -6.1829, 2.6243], [-4.0467, -6.3123, 3.2824], [-3.2099, -5.1570, 3.0547], [-3.7217, -4.5478, 1.7559], [-5.2076, -4.9056, 1.8070], [-3.3254, -4.4803, 3.9040], [-2.1757, -5.4758, 2.9940], [-3.5146, -3.4831, 1.6815], [-3.2483, -5.0428, 0.9074], [-5.7955, -4.1583, 2.3428], [-5.6562, -5.0786, 0.8330], [-3.2233, 5.1089, 2.8293], [-2.1874, 5.6454, 2.5711], [-1.4608, 5.3469, 1.4650], [-0.2113, 6.0605, 1.4788], [-0.4463, 7.2638, 2.3853], [-1.4612, 6.7053, 3.3802], [0.5599, 5.3902, 1.8646], [0.0348, 6.3301, 0.4547], [0.4692, 7.6368, 2.8388], [-0.8966, 8.0753, 1.8125], [-0.9795, 6.2094, 4.2247], [-2.1676, 7.4400, 3.7552], [-3.3217, -11.2768, 7.4174], [-3.3980, -10.5316, 6.4857], [-2.3024, -9.9632, 5.9247], [-2.6929, -9.0442, 4.8862], [-4.0821, -9.4885, 4.4546], [-4.6422, -10.0556, 5.7574], [-2.6971, -8.0348, 5.3028], [-1.9525, -9.0943, 4.0913], [-4.6708, -8.6832, 4.0263], [-4.0025, -10.2842, 3.7120], [-5.1171, -9.2872, 6.3699], [-5.3366, -10.8790, 5.6194]],
  "lowdin_charge": [-0.101, -0.257, -0.211, -0.210, -0.206, -0.198, -0.183, -0.160, -0.142, -0.323, -0.216, 0.231, -0.136, -0.185, -0.230, -0.113, -0.317, -0.209, 0.220, -0.120, -0.181, -0.046, -0.168, -0.384, 1.018, -0.703, 0.071, 0.071, -0.163, 0.048, 0.056, 0.066, 0.063, 0.099, 0.081, 0.106, 0.107, 0.107, 0.080, 0.103, 0.106, 0.072, 0.108, 0.102, 0.109, 0.107, 0.093, 0.089, 0.106, 0.128, 0.111, 0.105, 0.102, 0.098, 0.100, 0.063, 0.070, 0.073, 0.075, 0.121, 0.125, 0.111, 0.126, 0.087, 0.073, 0.080, 0.138, 0.121, -0.484, 0.029, -0.151, -0.147, -0.080, 0.127, 0.124, 0.116, 0.119, 0.130, 0.118, 0.116, -0.487, 0.002, -0.156, -0.151, -0.072, 0.128, 0.092, 0.112, 0.119, 0.131, 0.124, 0.123, -0.484, 0.002, -0.150, -0.151, -0.074, 0.126, 0.125, 0.114, 0.117, 0.131, 0.124, 0.117, -0.491, 0.018, -0.158, -0.147, -0.070, 0.121, 0.123, 0.086, 0.121, 0.132, 0.124]
}

2.
{
  "formula": "C39H61N9O14",
  "method": "ωB97M-V/def2-TZVPD",
  "gap_ev": 4.02,
  "total_energy_ha": -3067.5881,
  "largest_force_ev_per_a": 9.6,
  "e_above_lowest_kj_mol": 23.4,
  "e_homo_ev": -8.287,
  "charge": 0,
  "species": ["C", "C", "C", "C", "C", "C", "N", "O", "C", "C", "C", "H", "H", "H", "H", "H", "H", "H", "H", "H", "H", "H", "H", "H", "H", "H", "H", "H", "H", "N", "O", "O", "O", "C", "C", "C", "C", "C", "C", "N", "O", "O", "H", "H", "H", "H", "H", "C", "C", "C", "C", "C", "C", "N", "O", "O", "H", "H", "H", "H", "H", "C", "C", "C", "C", "C", "C", "N", "O", "O", "H", "H", "H", "H", "H", "C", "O", "N", "C", "C", "H", "H", "H", "H", "H", "H", "H", "C", "O", "N", "C", "C", "H", "H", "H", "H", "H", "H", "H", "C", "O", "N", "C", "C", "H", "H", "H", "H", "H", "H", "H", "C", "O", "N", "C", "C", "H", "H", "H", "H", "H", "H", "H"],
  "positions_angstrom": [[52.3960, 24.6690, 35.2030], [51.9830, 23.5760, 36.1330], [52.5860, 23.5960, 37.6250], [52.0210, 24.6940, 38.3620], [50.5250, 24.4580, 38.7000], [49.6990, 24.4490, 37.2770], [50.4870, 23.5910, 36.2380], [49.8060, 23.0220, 35.3570], [49.3990, 25.8830, 36.7040], [48.2730, 23.8290, 37.6590], [52.3960, 22.1150, 35.6850], [53.4870, 24.7310, 35.0620], [52.3420, 25.5980, 35.5930], [51.8510, 24.5490, 34.3270], [53.7330, 23.6690, 37.4680], [52.1470, 22.6520, 38.0420], [52.1050, 25.5420, 37.8500], [52.4760, 24.8100, 39.2810], [50.2700, 25.2410, 39.3550], [50.4960, 23.3680, 38.9740], [50.3620, 26.3720, 36.4260], [49.0290, 26.3730, 37.7000], [48.7910, 25.8010, 35.8690], [48.2610, 22.8500, 37.9550], [47.7290, 23.9870, 36.7010], [47.7760, 24.3670, 38.4490], [53.4930, 22.0250, 35.6630], [51.9080, 21.8800, 34.8110], [52.3820, 21.1490, 36.2380], [47.0880, 25.6820, 40.9340], [46.7280, 26.4080, 39.9680], [46.2850, 24.8710, 41.3930], [47.9730, 26.1380, 41.6560], [46.9240, 30.2290, 40.4530], [47.4250, 29.8940, 41.8370], [47.1400, 30.9850, 43.0020], [46.2620, 32.1620, 42.6540], [45.6400, 32.3870, 41.1790], [46.1540, 31.2700, 40.1570], [45.8140, 33.0420, 43.6650], [45.7010, 34.2390, 43.3690], [45.9010, 32.6650, 44.8450], [46.9580, 29.5810, 39.4340], [48.0620, 29.1000, 42.0970], [47.4680, 30.7720, 44.0640], [45.1680, 33.4440, 41.1630], [45.8010, 31.4210, 39.1410], [43.5490, 23.3370, 43.6000], [42.6190, 22.6550, 42.6390], [41.1980, 22.0010, 43.2850], [41.2750, 21.9660, 44.7710], [42.0590, 22.8240, 45.6340], [43.3860, 23.4500, 44.9680], [40.2440, 21.0090, 45.4150], [40.4830, 20.7990, 46.6060], [39.2110, 20.7090, 44.8600], [44.4500, 23.8020, 43.1820], [42.7890, 22.5990, 41.6130], [40.4340, 21.5180, 42.7250], [41.8510, 22.7180, 46.5860], [43.8610, 24.1200, 45.5170], [44.5600, 20.3390, 41.4020], [45.6160, 21.3910, 41.0220], [46.7170, 21.7840, 42.0480], [46.6720, 21.1610, 43.4190], [45.5480, 20.1800, 43.7920], [44.5840, 19.7720, 42.6770], [47.7270, 21.6840, 44.3800], [48.6670, 22.4300, 43.9690], [47.4910, 21.4500, 45.5890], [43.8320, 20.0460, 40.6320], [45.5760, 21.7780, 39.9920], [47.4770, 22.5370, 41.7800], [45.5340, 19.7660, 44.8340], [43.9220, 18.8750, 43.0280], [42.6730, 21.8530, 38.4190], [43.7460, 21.3020, 37.8800], [42.6980, 23.0970, 38.9320], [41.4480, 23.6640, 39.3810], [43.9120, 23.9180, 39.0740], [41.6990, 21.5620, 38.4880], [41.0230, 24.1180, 38.3980], [41.5280, 24.3620, 40.0040], [40.8710, 22.9110, 40.0600], [43.7290, 24.7100, 38.4260], [44.8540, 23.2890, 38.9100], [44.0750, 24.3480, 39.9840], [46.1320, 27.0790, 44.5100], [45.3780, 27.9650, 44.7360], [46.4380, 26.1220, 45.4420], [47.2560, 24.9550, 45.0960], [45.7730, 26.3020, 46.7410], [46.7890, 27.0150, 43.7460], [46.6200, 24.2050, 44.3640], [47.4840, 24.3150, 45.9430], [48.2680, 25.3550, 44.6980], [46.2810, 25.5310, 47.1030], [44.7430, 25.9910, 46.6770], [45.9590, 27.2270, 47.3130], [43.0830, 26.9890, 39.8450], [42.4830, 27.0850, 38.8120], [42.4050, 27.2920, 40.8810], [43.0470, 27.2080, 42.1860], [40.9610, 27.5260, 40.7830], [44.0990, 26.6860, 39.9530], [42.6410, 26.1980, 42.6210], [42.4810, 28.0640, 42.6430], [44.0150, 27.3480, 42.0920], [40.5130, 27.4540, 41.7950], [40.4530, 26.7790, 40.0480], [40.9140, 28.5530, 40.5950], [45.5310, 26.6630, 36.9440], [45.7260, 25.5180, 36.4840], [45.2700, 27.6820, 36.0730], [44.9750, 29.0460, 36.6650], [45.2360, 27.5720, 34.6460], [45.4840, 26.9840, 38.0700], [45.0090, 29.6840, 35.8880], [45.5200, 29.4560, 37.4900], [44.0460, 28.9030, 37.1720], [45.2920, 28.3730, 34.0360], [44.2610, 27.2210, 34.2990], [45.8880, 26.8840, 34.5200]],
  "lowdin_charge": [0.016, -0.401, -0.123, -0.223, -0.039, -0.334, 0.057, 0.215, 0.029, 0.003, -0.021, 0.129, 0.044, 0.088, 0.172, 0.134, 0.070, 0.108, 0.112, 0.137, 0.082, 0.150, 0.060, 0.054, 0.083, 0.080, 0.102, 0.045, 0.110, -0.613, -0.105, -0.056, -0.058, -0.140, 0.042, 0.071, -0.140, 0.115, -0.136, -0.382, 0.043, 0.056, 0.135, 0.046, 0.107, 0.108, 0.070, -0.106, 0.047, 0.099, -0.129, 0.092, 0.010, -0.355, 0.047, 0.072, 0.082, 0.015, 0.061, 0.028, 0.017, -0.094, 0.011, 0.028, -0.098, 0.038, -0.106, -0.323, 0.020, 0.031, 0.094, 0.058, 0.082, 0.103, 0.125, -0.251, -0.099, -0.171, -0.047, -0.010, 0.093, 0.147, -0.026, 0.129, 0.058, 0.105, 0.032, -0.361, 0.044, -0.182, -0.061, -0.030, 0.080, 0.118, 0.061, 0.120, 0.020, 0.077, 0.109, -0.430, -0.008, -0.204, -0.001, -0.021, 0.111, 0.128, 0.110, 0.024, 0.091, 0.127, 0.071, -0.285, -0.037, -0.145, -0.001, -0.034, 0.139, 0.042, 0.053, 0.075, 0.059, 0.113, 0.016]
}